1.
ORCA calculation (ωB97M-V/def2-TZVPD) on the ion C5H10ClN4 with charge +1 at a distorted geometry.

Cartesian coordinates (Å):
C1 -0.5199 -1.6908 0.7518
C2 -0.0545 -2.2250 -0.5750
C3 -0.4916 -0.3822 1.1007
C4 1.3522 0.5926 -0.1423
C5 -0.9309 1.4021 -0.3643
N1 0.3204 -1.4501 -1.5281
N2 0.0886 0.6192 0.2511
N3 1.7107 1.4488 -1.1382
N4 -0.9750 0.3033 2.1583
Cl1 2.5773 -0.0919 0.7780
H1 -0.9975 -2.2948 1.4488
H2 -0.3707 -3.3766 -0.7407
H3 -0.6274 2.3685 -0.9390
H4 -1.4492 0.8237 -1.0238
H5 -1.6200 1.9242 0.3018
H6 0.4850 -2.0433 -2.3354
H7 1.0078 1.9041 -1.6859
H8 2.4454 1.2238 -1.7654
H9 -1.3486 -0.2315 2.9832
H10 -0.6022 1.1760 2.4643

Calculated values
multiplicity = 3
HOMO (alpha / beta) = -9.465 / -13.851 eV
ΔE to the lowest compared entry with this formula, charge and spin = 0.000 eV
total charge = +1

2.
ORCA calculation (ωB97M-V/def2-TZVPD) on a cluster of 2 separate species, C4H12 in total at a distorted geometry.

Cartesian coordinates (Å):
C1 -1.4946 -0.9513 -1.3259
C2 -0.2481 -1.8622 -1.1681
H1 -1.2422 -0.0190 -1.8283
H2 -2.3118 -1.5160 -1.7487
H3 -1.7535 -0.5482 -0.3438
H4 0.6995 -1.6756 -1.6622
H5 -0.6418 -2.8717 -1.2591
H6 0.1017 -1.7427 -0.1338
C3 0.6231 1.9895 1.6515
C4 1.1037 0.8111 0.8059
H7 -0.2453 2.4472 1.1812
H8 0.5399 1.6969 2.6943
H9 1.3919 2.7693 1.6531
H10 1.5608 0.0474 1.4460
H11 1.7735 1.0492 -0.0154
H12 0.2373 0.2657 0.4385

Calculated values
HOMO = -11.360 eV
ΔE to the lowest compared entry with this formula, charge and spin = 0.621 eV
SMILES = CC.CC

3.
ORCA calculation (ωB97M-V/def2-TZVPD) on a structure of composition C3H6N2O2 at a distorted geometry.

Cartesian coordinates (Å):
C1 0.5285 1.1093 0.0784
C2 -0.9032 -0.5408 -0.6065
C3 -1.1813 -1.8791 -0.0034
H1 1.6199 2.9466 0.7291
H2 2.7932 1.5700 -0.3091
H3 -0.4627 1.8825 0.8089
H4 -1.2381 -0.6222 -1.6831
H5 -1.6648 0.2753 -0.3022
H6 0.6767 -1.6148 0.7980
N1 1.7570 1.8145 0.1175
N2 0.3656 -0.1072 -0.3768
O1 -0.1129 -2.2274 0.7878
O2 -2.1781 -2.6068 -0.0387

Calculated values
HOMO = -9.483 eV
ΔE to the lowest compared entry with this formula, charge and spin = 4.698 eV

4.
ORCA calculation (ωB97M-V/def2-TZVPD) on a structure of composition C35H54BrN3OP2V at a distorted geometry.

Cartesian coordinates (Å):
N1 -1.9430 4.5541 2.6016
C1 -2.5074 3.3440 2.6346
C2 -1.7614 2.1642 2.5352
C3 -0.3723 2.2737 2.3268
C4 0.2180 3.5530 2.3860
C5 -0.6214 4.6651 2.5088
C6 0.4642 1.0963 2.0876
V1 0.8394 0.4135 -0.1014
P1 1.9755 -1.4554 -1.1015
C7 1.8384 1.2731 1.7233
C8 2.8604 0.3361 2.1860
C9 4.2205 0.7016 2.0718
C10 5.1949 -0.2827 2.1531
C11 4.7447 -1.6030 2.2896
C12 3.4677 -1.9268 2.7430
C13 2.4999 -0.9289 2.6701
Br1 5.8771 -3.0434 1.6616
H1 0.0911 0.1423 2.5052
H2 2.2026 2.2593 1.4125
H3 -2.2484 1.1914 2.5983
H4 1.2960 3.7092 2.3438
H5 -3.5929 3.2903 2.7442
H6 -0.1757 5.6623 2.5209
H7 4.4781 1.7438 1.8790
H8 1.4646 -1.1571 2.9333
H9 6.2493 -0.0522 2.0393
H10 3.2188 -2.9296 3.0823
P2 1.2634 2.0818 -1.8041
C14 1.5132 -2.9410 -0.1183
C15 2.5786 -4.0321 0.0072
H11 0.5888 -3.3425 -0.5667
H12 1.2350 -2.5841 0.8898
H13 2.1593 -4.8920 0.5513
H14 2.9294 -4.4071 -0.9643
H15 3.4468 -3.6894 0.5877
C16 3.7918 -1.1776 -0.9010
C17 4.7635 -2.0526 -1.6971
H16 3.9801 -1.2968 0.1729
H17 3.9806 -0.1142 -1.1253
H18 5.7879 -1.8116 -1.3748
H19 4.6190 -3.1261 -1.5080
H20 4.7024 -1.8544 -2.7762
C18 1.6958 -1.8048 -2.8764
C19 1.9897 -3.2271 -3.3436
H21 2.2928 -1.0767 -3.4483
H22 0.6390 -1.5525 -3.0617
H23 1.7534 -3.3087 -4.4122
H24 3.0476 -3.4934 -3.2286
H25 1.3740 -3.9628 -2.8142
C20 0.4183 2.2768 -3.4452
C21 0.2931 0.9987 -4.2634
H26 1.0093 3.0296 -3.9907
H27 -0.5703 2.7218 -3.2758
H28 -0.1417 1.2373 -5.2454
H29 1.2649 0.5237 -4.4423
H30 -0.3694 0.2675 -3.7797
C22 3.0262 2.2015 -2.3419
C23 3.9972 2.6436 -1.2522
H31 3.0377 2.9024 -3.1910
H32 3.2989 1.2128 -2.7450
H33 4.9856 2.8182 -1.6993
H34 3.6774 3.5813 -0.7786
H35 4.1106 1.8838 -0.4657
C24 0.9653 3.7603 -1.0845
C25 -0.4885 4.2256 -1.0017
H36 1.5603 4.4631 -1.6880
H37 1.4084 3.7480 -0.0757
H38 -0.5250 5.2143 -0.5203
H39 -0.9584 4.3231 -1.9903
H40 -1.1021 3.5449 -0.3935
C26 -5.6861 -4.2404 2.1115
C27 -5.7969 -2.7999 2.5535
N2 -5.3078 -1.8325 1.5501
C28 -6.3218 -1.4975 0.5251
C29 -7.2497 -0.3961 1.0107
C30 -3.9419 -1.6904 1.4546
O1 -3.1947 -2.3677 2.1719
C31 -3.3272 -0.6533 0.5513
C32 -4.0069 0.4455 0.0158
C33 -3.3075 1.3469 -0.7749
C34 -1.9303 1.1770 -0.9618
N3 -1.2304 0.2319 -0.2888
C35 -1.9245 -0.7076 0.4211
H41 -6.1275 -4.3832 1.1176
H42 -6.2137 -4.8819 2.8245
H43 -4.6328 -4.5388 2.0913
H44 -6.8377 -2.5308 2.7393
H45 -5.2059 -2.6497 3.4613
H46 -5.8258 -1.2169 -0.4106
H47 -6.9075 -2.4126 0.3463
H48 -6.7035 0.3557 1.5934
H49 -7.7238 0.0927 0.1536
H50 -8.0371 -0.8150 1.6452
H51 -5.0643 0.5884 0.2307
H52 -3.7972 2.1885 -1.2575
H53 -1.3841 1.7868 -1.6867
H54 -1.3219 -1.5058 0.8581

Calculated values
multiplicity = 4
HOMO (alpha / beta) = -13.539 / -13.694 eV
ΔE to the lowest compared entry with this formula, charge and spin = 0.192 eV
total charge = +2

5.
ORCA calculation (ωB97M-V/def2-TZVPD) on a cluster of 4 separate species, C2H12NO3 in total at a distorted geometry.

Cartesian coordinates (Å):
C1 -0.4143 2.3497 -0.0110
C2 -1.6010 0.2072 0.1174
N1 -0.5181 0.8547 0.0382
H1 0.6268 2.5641 0.2715
H2 -1.0569 2.7851 0.7554
H3 -0.5183 2.6007 -1.0573
H4 -2.5153 0.7945 -0.0005
H5 -1.6888 -0.8601 0.1908
H6 0.4147 0.4566 -0.2357
H7 -2.3048 -0.3620 3.1115
H8 -1.0039 -1.1299 3.3920
O1 -1.3663 -0.3864 2.8992
H9 1.8856 -1.2595 -0.7331
H10 2.7432 0.0652 -0.5856
O2 1.8527 -0.2956 -0.6367
H11 2.5382 -3.0825 -2.5236
H12 1.2035 -2.5273 -2.8858
O3 1.7230 -2.7745 -2.1065

Calculated values
HOMO = -15.072 eV
ΔE to the lowest compared entry with this formula, charge and spin = 1.027 eV
total charge = +1

6.
ORCA calculation (ωB97M-V/def2-TZVPD) on a structure of composition C18H44InN2O8S.

Cartesian coordinates (Å):
O1 2.6803 -0.6294 -2.0098
C1 1.4803 -0.8469 -1.9870
C2 0.6097 -0.9103 -0.8322
In1 0.1075 1.2018 -0.2024
S1 -1.5269 0.8775 1.6805
C3 -0.9645 2.2535 -1.8461
O2 -2.3644 1.9455 -1.9813
C4 -2.6054 0.5837 -2.0257
O3 -3.9867 0.4232 -2.2319
C5 -4.5139 -0.7124 -1.5818
C6 -4.9094 -0.4632 -0.0906
O4 -4.8717 0.8780 0.3180
H1 0.9687 -0.9889 -2.9660
H2 1.1080 -1.4094 0.0055
H3 -0.3147 -1.4351 -1.0791
H4 1.5075 2.0643 0.3722
H5 -1.7641 -0.4365 1.6253
H6 -0.4457 2.1066 -2.8068
H7 -0.9503 3.3276 -1.6412
H8 -2.3049 0.1117 -1.0723
H9 -2.0404 0.0943 -2.8432
H10 -3.7934 -1.5444 -1.6257
H11 -5.3898 -1.0252 -2.1571
H12 -4.2858 -1.0891 0.5630
H13 -5.9504 -0.7729 0.0431
H14 -3.9607 1.1498 0.5332
C7 7.4565 -5.6686 -5.9160
O5 6.9740 -5.4224 -4.6166
C8 7.5315 -4.2823 -3.9732
C9 6.5320 -3.1568 -3.8444
N1 6.2058 -2.5844 -5.1402
C10 5.1144 -1.6119 -5.1236
C11 3.7434 -2.0624 -4.6463
O6 3.0893 -2.9671 -5.5283
C12 3.4521 -4.3194 -5.3815
H15 7.0997 -6.6547 -6.2098
H16 7.0966 -4.9358 -6.6476
H17 8.5518 -5.6684 -5.9420
H18 8.4190 -3.9435 -4.5185
H19 7.8427 -4.5926 -2.9720
H20 6.9757 -2.3760 -3.2187
H21 5.6563 -3.5423 -3.3048
H22 5.9761 -3.3302 -5.7840
H23 5.0047 -1.2265 -6.1406
H24 5.4202 -0.7701 -4.4945
H25 3.1083 -1.1784 -4.5955
H26 3.7661 -2.4726 -3.6325
H27 3.6608 -4.5681 -4.3360
H28 4.3274 -4.5929 -5.9826
H29 2.6099 -4.9237 -5.7212
C13 -4.0118 6.2742 5.5371
O7 -2.8462 5.4849 5.5229
C14 -2.3896 5.0505 6.7934
C15 -2.5956 3.5657 6.9910
N2 -4.0079 3.2375 7.1031
C16 -4.3138 1.8122 7.1200
C17 -3.9205 0.9628 5.9173
O8 -4.6556 1.2343 4.7478
C18 -4.1685 2.3154 3.9686
H30 -4.1313 6.6845 4.5360
H31 -4.9110 5.6982 5.7856
H32 -3.9250 7.1012 6.2509
H33 -2.8924 5.6134 7.5879
H34 -1.3184 5.2647 6.8474
H35 -2.0941 3.2731 7.9201
H36 -2.0901 3.0445 6.1671
H37 -4.5086 3.6734 6.3391
H38 -5.3941 1.7111 7.2528
H39 -3.8422 1.3764 8.0090
H40 -4.1406 -0.0770 6.1766
H41 -2.8450 1.0198 5.7061
H42 -3.0798 2.3841 4.0241
H43 -4.6121 3.2707 4.2734
H44 -4.4388 2.1216 2.9323

Calculated values
HOMO = -5.039 eV
total charge = -1